[1]
This record from OMol25 describes a 2-piece molecular cluster, C6H12O2 overall in a non-equilibrium geometry. The level of theory is the ωB97M-V functional and the def2-TZVPD basis.

Output
* SMILES: CC(C)C=O.CC=O
* Kohn-Sham gap: 10.37 eV
* energy relative to the best compared isomer or geometry (same formula, charge and spin): 58.1 kcal/mol
* calculated total energy: -10509.7888 eV

Last column: Löwdin charge in e.
Cartesian coordinates (Å):
C  1.65238  -0.02645  1.55617  -0.10
C  1.57831  0.30834  0.08164  -0.38
C  3.00542  0.09943  -0.62880  -0.05
C  0.63632  -0.58785  -0.67873  -0.27
O  -0.23046  -1.35023  -0.28634  0.04
H  1.73493  -1.17346  1.79068  0.13
H  2.41800  0.52422  2.01311  0.05
H  0.80534  0.29688  2.14345  0.07
H  1.17331  1.31009  -0.01341  0.13
H  2.92955  -0.67742  -1.40700  0.07
H  3.69209  -0.27433  0.19179  0.08
H  3.40674  1.11234  -0.85620  0.08
H  0.79687  -0.49187  -1.86711  0.15
C  -3.46073  0.00763  -0.90564  -0.06
C  -3.31206  0.20360  0.55920  -0.39
O  -3.80261  -0.34342  1.45567  0.08
H  -3.88875  0.90667  -1.26495  0.06
H  -4.05347  -0.84033  -1.24018  0.08
H  -2.50567  -0.08782  -1.49163  0.09
H  -2.57549  1.08398  0.84826  0.13


[2]
This record from OMol25 describes the molecule C6H12O4 in a non-equilibrium geometry. The level of theory is the ωB97M-V functional and the def2-TZVPD basis.

Output
* SMILES: C[C@@H](OC(C)(C)O)C(=O)O
* Kohn-Sham gap: 10.42 eV
* energy relative to the best compared isomer or geometry (same formula, charge and spin): 11.2 kcal/mol
* calculated total energy: -14606.7273 eV

Last column: Löwdin charge in e.
Cartesian coordinates (Å):
C  1.95122  -1.69742  0.46323  -0.01
C  1.22757  -0.49555  -0.12541  -0.30
O  -0.05142  -0.45663  0.47345  -0.05
C  -1.11560  0.32497  -0.00745  -0.58
C  -1.06640  0.57488  -1.50357  0.00
C  -2.38842  -0.37643  0.42583  0.00
O  -1.01342  1.66860  0.65099  -0.03
C  2.07636  0.77453  0.05812  -0.51
O  2.95546  1.03881  -0.73587  0.11
O  1.78749  1.59333  1.04340  0.10
H  2.07178  -1.57585  1.54798  0.10
H  1.36633  -2.60346  0.26626  0.09
H  2.93938  -1.80611  0.00290  0.09
H  1.13517  -0.63416  -1.21400  0.15
H  -0.95394  -0.37194  -2.04668  0.10
H  -2.00753  1.04431  -1.81115  0.10
H  -0.24092  1.24519  -1.77541  0.10
H  -2.25660  -0.81102  1.42607  0.10
H  -3.22577  0.33221  0.43680  0.10
H  -2.61789  -1.18788  -0.27687  0.10
H  -1.35264  1.59752  1.55250  0.10
H  0.77979  1.82210  1.14888  0.15


[3]
This record from OMol25 describes C6H12OPSr as an isolated structure in a non-equilibrium geometry. The level of theory is the ωB97M-V functional and the def2-TZVPD basis.

Output
* net charge: -1
* Kohn-Sham gap: 3.81 eV
* energy relative to the best compared isomer or geometry (same formula, charge and spin): 13.6 kcal/mol
* calculated total energy: -18583.5420 eV

Last column: Löwdin charge in e.
Cartesian coordinates (Å):
C  -0.63168  -0.51698  -1.84745  -0.18
C  -0.75393  -0.97481  -3.15607  -0.26
C  0.31684  -1.84560  -3.49334  -0.23
C  1.21587  -1.99807  -2.40287  -0.26
C  0.80015  -1.25081  -1.30421  -0.18
Sr  -0.24902  0.74746  1.51073  0.40
P  -0.45766  3.14364  -0.23023  0.53
H  -1.27755  0.16254  -1.27508  -0.03
H  -1.56359  -0.70373  -3.83646  0.06
H  0.43299  -2.33245  -4.46044  0.05
H  1.25792  -1.13644  -0.31193  -0.03
H  2.11299  -2.61932  -2.42915  0.06
H  -1.69584  3.87341  -0.32577  -0.15
H  -0.20281  3.09735  -1.64570  -0.14
H  0.36957  4.29249  0.03001  -0.15
C  0.43630  -0.38789  4.25737  -0.25
O  -0.77314  0.01009  3.56791  -0.47
H  0.55910  0.21076  5.16635  0.07
H  1.29328  -0.20421  3.58677  0.01
H  0.39220  -1.45543  4.49876  0.07
H  -1.58201  -0.11202  4.10080  0.08


[4]
This record from OMol25 describes a 2-piece molecular cluster, C6H12OSi overall in a non-equilibrium geometry. The level of theory is the ωB97M-V functional and the def2-TZVPD basis.

Output
* Kohn-Sham gap: 7.46 eV
* energy relative to the best compared isomer or geometry (same formula, charge and spin): 95.8 kcal/mol
* calculated total energy: -16338.2701 eV

Last column: Löwdin charge in e.
Cartesian coordinates (Å):
C  -2.92726  -1.50131  -0.71567  0.08
C  -2.36638  -0.44841  -0.93984  -0.31
C  1.17916  -2.24297  0.28600  -0.14
C  1.72910  2.01118  -0.53309  -0.18
C  -0.08157  0.54555  1.58557  -0.16
C  -1.60688  0.66433  -1.15470  -0.17
O  1.68537  -0.99500  -0.07563  -0.27
Si  0.91212  0.45163  -0.02808  0.72
H  -3.42352  -2.41811  -0.76521  0.00
H  1.62147  -2.65113  1.21282  0.10
H  1.29178  -2.96426  -0.58749  0.12
H  0.21070  -2.00996  0.50174  0.02
H  1.24295  2.45010  -1.44284  0.05
H  1.65795  2.75070  0.26135  0.03
H  2.81018  1.93321  -0.74452  0.04
H  0.19630  1.44775  2.07358  0.02
H  -1.10691  0.72531  1.41691  0.01
H  0.02150  -0.23324  2.26795  0.01
H  -1.61848  1.49541  -0.47647  0.02
H  -1.42758  0.98922  -2.14241  0.02


[5]
This record from OMol25 describes C6H12RhS3Te as an isolated structure in a non-equilibrium geometry. The level of theory is the ωB97M-V functional and the def2-TZVPD basis.

Output
* net charge: +1
* Kohn-Sham gap (spin up / spin down): 6.28 / 6.28 eV
* calculated total energy: -49216.6879 eV

Last column: Löwdin charge in e.
Cartesian coordinates (Å):
Rh  0.00012  0.00000  0.54311  -0.13
C  0.27178  1.88110  -2.17264  -0.46
C  1.67594  1.63422  -1.66129  -0.48
S  1.99140  0.01762  -0.86964  0.87
C  1.49355  -1.17618  -2.17324  -0.46
C  0.57747  -2.26815  -1.66058  -0.48
S  -0.97993  -1.73239  -0.86851  0.87
C  -1.76471  -0.70479  -2.17261  -0.46
C  -2.25307  0.63408  -1.66037  -0.48
S  -1.01047  1.71477  -0.86821  0.87
H  0.00752  1.22514  -2.99946  0.07
H  0.21464  2.90893  -2.53143  0.09
H  1.93311  2.34324  -0.87428  0.09
H  2.39150  1.75427  -2.47602  0.10
H  2.41168  -1.64147  -2.53230  0.09
H  1.05743  -0.61982  -3.00031  0.07
H  1.06314  -2.84496  -0.87341  0.09
H  0.32282  -2.94846  -2.47459  0.10
H  -2.62628  -1.26790  -2.53182  0.09
H  -1.06443  -0.60525  -2.99932  0.07
H  -2.99554  0.50178  -0.87334  0.09
H  -2.71475  1.19459  -2.47460  0.10
Te  -0.00272  -0.00038  3.07536  0.31


[6]
This record from OMol25 describes C6H12S as an isolated structure in a non-equilibrium geometry. The level of theory is the ωB97M-V functional and the def2-TZVPD basis.

Output
* Kohn-Sham gap: 8.72 eV
* energy relative to the best compared isomer or geometry (same formula, charge and spin): 113.9 kcal/mol
* calculated total energy: -17246.6610 eV

Last column: Löwdin charge in e.
Cartesian coordinates (Å):
C  2.41481  -0.97975  0.16976  -0.06
C  0.86963  -0.57351  -0.11085  -0.39
C  0.77436  -0.49386  -1.57224  -0.10
C  -0.15631  -0.32595  0.63519  -0.21
C  -1.53058  -0.04744  0.29518  -0.32
C  -2.01116  1.45164  0.12192  -0.65
H  2.65829  0.12531  0.09039  0.09
H  2.49290  -1.63453  1.19785  0.11
H  2.97298  -1.67378  -0.54646  0.08
H  -0.19156  0.14910  -1.66740  0.09
H  0.94885  -1.49388  -2.16166  0.13
H  1.63896  0.14401  -1.78171  0.07
H  0.24364  -0.09569  1.64019  0.09
H  -2.02329  -0.72218  1.00317  0.11
H  -1.66704  -0.47735  -0.81063  0.14
H  -1.38395  1.77358  -0.67108  0.05
H  -3.00159  1.64557  -0.32784  0.07
H  -0.90386  1.19884  2.75077  0.08
S  -2.14509  2.02986  1.74546  0.63


> Look up the calculated total energy of the fourth one.

-16338.2701 eV


> Among the records above, which one has the lowest calculated total energy?

C6H12RhS3Te